Record 1
A cluster of 5 separate species, C32H67BO16S4 in total, computed with wB97M-V/def2-TZVPD.

Structure (ORCA input):
```
! RIJCOSX wB97M-V def2-TZVPD def2/J DEFGRID3
* xyz 0 1
C 12.76082 -2.42305 2.61514
C 13.19210 -1.28701 1.67215
C 12.25639 -0.06832 1.64830
C 11.19546 -0.08295 0.54487
C 10.18877 -1.24357 0.59717
C 10.51112 -2.42021 -0.33050
C 10.46728 -2.08526 -1.82864
C 9.27717 -1.24171 -2.28732
C 7.91146 -1.84367 -1.94265
C 6.72275 -0.88958 -2.09733
C 6.92715 0.49820 -1.46882
C 5.66686 1.16558 -0.87891
C 4.32983 0.79105 -1.54167
C 3.53412 -0.30069 -0.80686
C 2.43943 0.23536 0.12929
C 1.02040 0.09826 -0.41917
C -0.05753 0.31120 0.63820
C -1.46723 -0.10129 0.19306
C -1.95988 -1.37825 0.88195
C -3.49154 -1.57820 0.79177
B -3.92283 -1.92972 -0.66822
C -4.47576 -3.31824 -1.12213
C -6.01070 -3.13691 -0.94482
C -6.48055 -3.60922 0.43853
C -6.79756 -3.83958 -2.04496
H 13.34742 -2.41961 3.53581
H 11.71298 -2.32502 2.90210
H 12.87907 -3.41080 2.16577
H 14.19335 -0.95362 1.95450
H 13.29337 -1.67449 0.65360
H 12.85926 0.83555 1.52534
H 11.75476 0.03098 2.61885
H 11.70802 -0.07481 -0.42413
H 10.64102 0.85901 0.59981
H 10.12377 -1.61898 1.62236
H 9.19041 -0.86755 0.36216
H 9.83750 -3.25274 -0.10808
H 11.51608 -2.78575 -0.09556
H 11.38566 -1.55550 -2.09973
H 10.48641 -3.02136 -2.39763
H 9.36690 -0.22768 -1.88803
H 9.33574 -1.13943 -3.37738
H 7.74651 -2.69649 -2.61123
H 7.92373 -2.26110 -0.93059
H 6.49336 -0.79029 -3.16302
H 5.84384 -1.35979 -1.65004
H 7.67062 0.41152 -0.67039
H 7.36964 1.17418 -2.20629
H 5.79967 2.24855 -0.93672
H 5.60321 0.93526 0.19074
H 3.70503 1.68810 -1.60095
H 4.51238 0.48933 -2.57720
H 4.22944 -0.91202 -0.22448
H 3.08068 -0.97860 -1.53808
H 2.62890 1.29799 0.32372
H 2.49200 -0.26054 1.10331
H 0.90876 -0.89165 -0.88115
H 0.86972 0.83241 -1.22058
H -0.08119 1.36643 0.91710
H 0.20766 -0.23755 1.54881
H -2.18003 0.70249 0.41171
H -1.48600 -0.24184 -0.89348
H -1.43895 -2.24402 0.45334
H -1.67508 -1.35267 1.93747
H -3.79810 -2.34998 1.50330
H -3.94963 -0.63395 1.11370
H -3.90332 -1.05421 -1.49738
H -4.13455 -4.16136 -0.51242
H -4.23880 -3.53809 -2.16668
H -6.24447 -2.06217 -1.02408
H -7.32193 -3.00503 0.76838
H -5.70437 -3.51698 1.19904
H -6.79022 -4.65666 0.39503
H -6.57580 -3.42130 -3.02918
H -6.54572 -4.90386 -2.06937
H -7.87407 -3.75241 -1.87152
O -1.51594 2.23534 2.79972
S -2.01062 1.32885 3.77271
O -1.19722 0.27272 4.25696
O -3.40464 0.76117 3.24364
C -4.45457 0.99760 4.19729
C -4.02267 2.28166 4.88290
O -2.60037 2.11778 5.02366
H -4.50339 0.15877 4.89183
H -5.38795 1.08947 3.64819
H -4.43927 2.40321 5.87834
H -4.22780 3.16178 4.27257
O -7.40455 0.33838 1.55572
S -8.53356 -0.51398 1.71876
O -8.46033 -1.59156 2.63641
O -8.96307 -1.00912 0.27101
C -10.34876 -0.70260 0.01205
C -10.58188 0.56530 0.81440
O -9.84444 0.31902 2.03161
H -10.96680 -1.52967 0.36052
H -10.46152 -0.56473 -1.05932
H -11.62040 0.72299 1.08780
H -10.18098 1.44933 0.31812
O -2.80072 4.58476 0.10749
S -4.13885 4.30060 -0.25700
O -5.04634 5.36835 -0.52065
O -4.78059 3.31726 0.81000
C -5.37284 2.17475 0.14777
C -4.46490 1.95583 -1.04422
O -4.20780 3.30318 -1.49440
H -6.39209 2.42446 -0.14902
H -5.39226 1.34649 0.84622
H -4.94647 1.42814 -1.86266
H -3.52837 1.46678 -0.77589
O -10.86883 3.62796 -2.06322
S -9.73555 3.40820 -2.89225
O -9.73953 2.33610 -3.82263
O -8.45786 3.32610 -1.94849
C -7.45376 4.28090 -2.35512
C -8.26443 5.41715 -2.94319
O -9.31592 4.73304 -3.65879
H -6.80994 3.81638 -3.10336
H -6.86952 4.55334 -1.48375
H -7.71238 6.02072 -3.65648
H -8.70830 6.04807 -2.17324
*
```

Its HOMO energy is -10.225 eV. Its SMILES is CCCCCCCCCCCCCCCCCCCCBCC(C)C.O=S1(=O)OCCO1.O=S1(=O)OCCO1.O=S1(=O)OCCO1.O=S1(=O)OCCO1.

Here are the Mulliken charges for atoms 1 to 6, given in e: C -1.18; C -0.43; C -1.00; C -0.77; C -0.15; C -0.73

Record 2
A cluster of 8 separate species, C32H67F6O28P3S3 in total in a non-equilibrium geometry, computed with wB97M-V/def2-TZVPD.

Structure (ORCA input):
```
! RIJCOSX wB97M-V def2-TZVPD def2/J DEFGRID3
* xyz 0 1
C 1.90464 3.62589 -0.69619
C 1.46541 5.06071 -0.70255
O 0.04397 5.02960 -0.47054
C -0.75931 6.00113 -0.82281
O -0.46861 6.99920 -1.41413
C -2.18922 5.71694 -0.31537
F -3.05924 5.81419 -1.33511
F -2.27559 4.50757 0.22934
F -2.54181 6.63483 0.58438
H 1.45864 3.13170 0.16849
H 2.97544 3.63530 -0.46463
H 1.76810 3.04754 -1.60588
H 1.78723 5.59367 -1.59597
H 1.87962 5.56544 0.17184
C -0.42559 1.44384 -2.28555
C 0.58105 0.31960 -2.19726
O 0.05822 -0.74079 -1.34903
C 0.41871 -0.76306 -0.09744
O 0.92519 0.19271 0.44546
C 0.09276 -2.08903 0.64646
F -0.23338 -1.80970 1.89813
F -0.91303 -2.74842 0.09177
F 1.19710 -2.83734 0.64382
H -0.08518 2.18300 -3.02066
H -0.38691 1.99755 -1.34709
H -1.38572 1.11535 -2.67428
H 1.59266 0.51760 -1.85900
H 0.66486 -0.13496 -3.18051
C -6.26102 -3.10059 -0.13771
C -5.51004 -1.92700 0.46397
O -5.47323 -0.82165 -0.45277
P -4.10074 -0.54449 -1.25629
O -2.86476 -0.75795 -0.49568
O -4.24097 -1.45276 -2.54959
C -3.50899 -2.67757 -2.71514
C -2.80935 -2.70674 -4.02427
O -4.27042 0.95621 -1.79142
C -4.60947 2.01426 -0.87988
C -6.13208 2.17022 -0.87213
H -5.71166 -3.64650 -0.90593
H -6.51263 -3.88113 0.58131
H -7.17392 -2.70027 -0.57955
H -5.88751 -1.60703 1.43497
H -4.48806 -2.19362 0.75302
H -2.87710 -2.85327 -1.84141
H -4.25333 -3.47556 -2.62885
H -1.96520 -2.02193 -4.12632
H -2.26280 -3.64060 -4.22238
H -3.41856 -2.67862 -4.92920
H -4.35529 1.75565 0.15333
H -4.07250 2.93172 -1.10018
H -6.39252 2.58285 -1.84793
H -6.68333 1.28362 -0.57969
H -6.40835 2.92844 -0.13264
C -2.30113 -5.43702 7.56802
C -2.79769 -4.04985 7.25103
O -1.70205 -3.14453 7.09316
P -1.01302 -2.93009 5.66110
O -1.89673 -2.82564 4.49564
O -0.00456 -4.17236 5.58973
C 1.11235 -4.13622 4.69622
C 0.99175 -5.13901 3.56578
O -0.06098 -1.66728 5.85989
C 0.89651 -1.65402 6.92751
C 2.09222 -0.80588 6.51913
H -1.55609 -5.42956 8.36530
H -3.12006 -6.07755 7.90139
H -1.80084 -5.95377 6.74680
H -3.56976 -3.98013 6.48159
H -3.39604 -3.70015 8.09789
H 1.15306 -3.13914 4.25310
H 2.06441 -4.32178 5.19792
H 1.67385 -4.85647 2.75951
H 1.29652 -6.16651 3.77697
H -0.02801 -5.18191 3.18202
H 0.43134 -1.08517 7.73781
H 1.18941 -2.64369 7.27311
H 2.63903 -1.37498 5.76442
H 1.71958 0.17385 6.23009
H 2.74150 -0.68787 7.38736
C -1.20063 3.95684 -5.47567
C -1.19435 2.59116 -6.15672
O -0.03750 2.42231 -6.97106
P 1.32113 1.77330 -6.40436
O 2.31059 1.47775 -7.44729
O 0.81035 0.50976 -5.55342
C 1.48325 -0.74301 -5.73488
C 0.56784 -1.92125 -5.43406
O 1.78774 2.85693 -5.31334
C 3.11791 3.33930 -5.30571
C 3.48365 4.07864 -4.01992
H -0.52684 3.85658 -4.62165
H -0.82887 4.78378 -6.07625
H -2.20942 4.20089 -5.14022
H -1.35012 1.78509 -5.43606
H -2.03711 2.54022 -6.85407
H 1.91604 -0.88350 -6.72315
H 2.26658 -0.73945 -4.97517
H -0.40526 -1.71939 -5.88453
H 0.95443 -2.85234 -5.85229
H 0.50540 -2.15579 -4.36982
H 3.82905 2.51325 -5.41295
H 3.40838 3.92487 -6.18198
H 4.41739 4.61716 -4.17558
H 2.68626 4.78573 -3.77528
H 3.61461 3.47387 -3.12307
O 3.38024 0.73308 -3.56355
S 4.69683 0.70881 -2.99802
O 5.73537 1.48865 -3.59378
O 4.71914 1.03761 -1.37391
C 5.13443 -0.08192 -0.62912
C 5.87622 -0.97552 -1.56827
O 5.08611 -0.85738 -2.75873
H 5.79629 0.19767 0.19702
H 4.30536 -0.56746 -0.10933
H 5.75031 -2.02187 -1.29659
H 6.92970 -0.72231 -1.68462
O 4.99597 -4.26302 2.42211
S 4.69681 -3.01881 1.76734
O 4.04210 -3.01601 0.49186
O 3.88347 -2.07866 2.88135
C 4.73769 -1.13409 3.52767
C 6.12299 -1.36479 2.98155
O 5.96797 -2.04843 1.73730
H 4.39662 -0.11763 3.33586
H 4.71079 -1.30724 4.60252
H 6.81565 -1.95916 3.58008
H 6.65308 -0.44179 2.74557
O -3.34515 3.24270 4.95328
S -2.45202 3.25984 3.82107
O -1.88666 4.52570 3.41889
O -1.25754 2.17596 4.01077
C -1.36872 1.10918 3.06117
C -2.07651 1.73148 1.85908
O -3.05649 2.51115 2.53599
H -0.41123 0.62504 2.88128
H -1.98732 0.31978 3.49815
H -2.50297 0.93717 1.25709
H -1.37978 2.34059 1.28158
*
```

Its HOMO energy is -10.408 eV. For the relative energy (zero: lowest compared OMol25 entry of this formula, charge and spin), the calculation gives 156.1 kJ/mol. Its SMILES is CCOC(=O)C(F)(F)F.CCOC(=O)C(F)(F)F.CCOP(=O)(OCC)OCC.CCOP(=O)(OCC)OCC.CCOP(=O)(OCC)OCC.O=S1(=O)OCCO1.O=S1(=O)OCCO1.O=S1(=O)OCCO1.

Here are the Mulliken charges for atoms 1 to 6, given in e: C -0.25; C -0.54; O -0.13; C 0.12; O -0.56; C 1.09

| no. | M (g/mol) | HOMO-LUMO gap (eV) |
| --- | --- | --- |
| 1 | 846.95 | 10.4 |
| 2 | 1202.97 | 10.3 |